[1]
# C6H7N

C6H7N in the gas phase in a non-equilibrium geometry (ωB97M-V with the def2-TZVPD basis set, the OMol25 dataset).

Values from the calculation:
energy = -287.33751 hartree

```
14
Properties=species:S:1:pos:R:3:forces:R:3:mulliken_charge:R:1
C -0.94691 0.17451 1.21314 -1.34 -0.05 0.93 0.422
C 1.88031 0.37314 -0.44032 2.71 1.54 -0.24 -0.390
C 0.58275 1.05772 -0.38200 0.22 2.71 -0.53 -0.075
C 1.45623 1.05849 0.85133 -0.12 -0.39 -1.00 -0.299
C -0.48544 0.13342 -0.00518 1.00 -0.13 0.41 0.108
C -0.77409 -1.10191 -0.73787 -2.24 -2.41 -1.99 -1.047
N -1.54159 0.02629 2.26203 -0.18 0.26 0.32 -0.572
H 1.86608 -0.68266 -0.46600 0.08 -1.05 -0.11 0.202
H 2.89984 0.79837 -0.88081 -2.44 -0.64 0.90 0.232
H 0.30385 2.04016 -0.86321 0.49 -1.24 0.33 0.288
H -0.06716 -2.01104 -0.60449 -0.95 1.64 -0.06 0.258
H -0.84162 -0.88473 -1.88897 0.04 -0.50 2.12 0.271
H -1.85718 -1.43430 -0.35253 2.37 0.31 -1.16 0.321
H -2.47507 0.45254 2.29490 0.36 -0.05 0.08 0.282
```
Positions in Å, forces in eV/Å.

=====

[2]
# C6H7N2

A gas-phase ion, C6H7N2 (charge +1) in a non-equilibrium geometry (ωB97M-V with the def2-TZVPD basis set, the OMol25 dataset).

Values from the calculation:
SMILES = C#C[n+]1ccn(C)c1
net charge = +1
energy = -341.98657 hartree

```
15
Properties=species:S:1:pos:R:3:forces:R:3:mulliken_charge:R:1
C -0.73361 -0.83296 3.94488 0.79 0.90 -3.42 0.023
C -0.50364 -0.57684 2.78808 0.11 -0.31 1.08 -0.333
N -0.03896 -0.20267 1.54778 -1.47 -0.06 -1.48 0.070
C 0.94063 0.70849 1.29012 2.83 1.00 1.78 -0.131
C 1.04299 0.92533 -0.05092 -0.83 -1.24 1.68 -0.530
N 0.06848 0.12981 -0.63158 1.31 1.04 1.72 0.103
C -0.13552 -0.07306 -2.03414 -4.74 -2.51 1.82 -0.797
C -0.58500 -0.47873 0.33598 1.23 0.32 0.30 -0.140
H -0.85135 -0.89275 4.95960 -0.50 -0.44 1.87 0.495
H 1.62742 0.98680 2.15414 -1.19 -0.02 -1.55 0.366
H 1.78415 1.44844 -0.56694 0.69 0.76 -0.83 0.440
H -0.03841 0.78422 -2.55079 0.17 3.14 -1.57 0.399
H 0.53394 -0.77302 -2.42886 0.70 -1.42 -0.44 0.335
H -1.29804 -0.39313 -2.01332 2.83 0.40 -1.05 0.278
H -1.31457 -1.15175 0.09116 -1.94 -1.56 0.08 0.421
```
Positions in Å, forces in eV/Å.

=====

[3]
# C6H7N2O2

3 unconnected molecules or ions with the total composition C6H7N2O2 in a non-equilibrium geometry (ωB97M-V with the def2-TZVPD basis set, the OMol25 dataset).

Values from the calculation:
spin multiplicity = 3
net charge = -1
expectation value of S² = 2.02
energy = -492.61233 hartree

```
17
Properties=species:S:1:pos:R:3:forces:R:3:mulliken_charge:R:1
C -0.62051 2.15556 1.35629 -0.31 -1.81 -0.38 -0.507
C -0.91614 0.77623 1.54563 1.73 1.49 -2.25 -0.493
C -0.00650 2.47913 0.18504 0.33 0.85 -1.24 -0.228
C -0.51487 -0.16074 0.55748 -0.18 -0.91 1.90 -0.034
C 0.35225 1.54457 -0.75467 0.87 1.02 -3.30 -0.063
C 0.13013 0.22140 -0.61675 -1.97 1.25 3.51 -0.407
N 0.66292 -1.21809 -1.97151 0.50 -0.73 1.15 1.073
N 0.40983 -2.33414 -1.70535 -0.52 -2.30 -0.52 -1.239
O 0.18449 -3.71574 0.59452 1.07 0.14 -0.42 -0.760
O 1.11380 -0.55933 -2.88101 1.22 1.16 -3.26 -0.711
H -0.86853 2.95282 1.99372 -0.56 0.57 1.16 0.396
H -1.34950 0.43057 2.42303 -0.85 -0.57 1.50 0.433
H 0.14666 3.44838 -0.28485 -0.13 0.61 1.23 0.266
H -0.66301 -1.20971 0.94606 0.15 0.83 -1.25 0.306
H 0.69794 2.04815 -1.73781 -0.21 -1.37 1.33 0.189
H 0.12419 -3.42042 -0.35103 -0.50 0.06 0.43 0.492
H 1.11683 -3.43864 0.70122 -0.64 -0.28 0.42 0.288
```
Positions in Å, forces in eV/Å.

=====

[4]
# C6H7N3O4

A molecular structure, C6H7N3O4 in a non-equilibrium geometry (ωB97M-V with the def2-TZVPD basis set, the OMol25 dataset).

Values from the calculation:
energy = -697.81504 hartree

```
20
Properties=species:S:1:pos:R:3:forces:R:3:mulliken_charge:R:1
C -2.16427 1.02980 0.46126 0.02 -0.28 -1.04 -0.315
C -1.15488 1.87395 0.29303 1.36 2.12 0.03 -0.513
C 0.09165 -0.59058 -0.92820 0.83 -1.60 -1.31 -0.254
C -1.04195 -1.11198 -0.46442 -0.76 -0.15 1.54 0.706
C -2.01071 -0.46256 0.57660 -0.65 -0.66 -1.50 -0.783
C 0.36202 1.62470 0.19095 -0.08 -0.37 1.09 0.678
N 0.74273 0.52141 -0.53247 3.80 1.96 1.50 -0.053
N 2.54123 0.33693 -0.34850 -3.86 2.35 -1.05 -0.527
N 2.97370 -0.79535 0.19090 -0.02 -3.98 1.08 1.149
O 4.14817 -0.85564 0.46457 0.57 1.10 0.14 -0.600
O 2.25062 -1.79775 0.28418 -0.13 1.44 -0.36 -0.551
O -1.46331 -2.34188 -0.89822 1.20 0.15 -1.20 -0.529
O 1.17239 2.37815 0.74844 -1.16 -0.97 -1.00 -0.673
H -3.21217 1.33073 0.49090 0.43 0.56 0.27 0.398
H -1.20720 3.00203 0.35347 -0.68 -1.41 -0.17 0.302
H 0.73531 -1.11962 -1.67982 -1.15 0.22 0.58 0.210
H -1.77620 -0.53150 1.62095 0.81 -1.01 0.59 0.305
H -3.01412 -0.97678 0.48211 1.14 0.57 -0.13 0.371
H -0.75585 -2.67911 -1.53623 -1.43 0.47 1.26 0.331
H 2.78284 1.16505 0.23051 -0.24 -0.50 -0.34 0.348
```
Positions in Å, forces in eV/Å.

=====

[5]
# C6H7N3OS

C6H7N3OS in the gas phase in a non-equilibrium geometry (ωB97M-V with the def2-TZVPD basis set, the OMol25 dataset).

Values from the calculation:
energy = -870.36359 hartree

```
18
Properties=species:S:1:pos:R:3:forces:R:3:mulliken_charge:R:1
C 1.84108 1.89324 1.04010 -0.59 0.50 2.55 -0.438
C 2.61892 1.40628 0.07046 1.31 -1.27 -0.85 -0.146
C 0.33638 0.57285 0.07414 2.12 -0.39 0.47 0.273
C 0.09355 -2.48796 -0.31515 1.49 -0.42 -1.79 0.067
C -0.90346 -0.14014 -0.18223 0.54 -2.57 -0.24 0.835
C -2.15986 0.38401 0.35735 -4.05 0.76 -0.54 -1.223
N 0.54307 1.43620 1.01907 -0.54 -0.28 -0.36 -0.509
N -0.36178 -2.07263 0.70942 -1.37 2.28 2.55 -0.512
N -0.91981 -0.72914 -1.42824 0.15 -0.31 -0.52 -0.220
O -0.05890 -1.85768 -1.55049 -0.41 1.73 -1.43 -0.319
S 1.84794 0.14479 -0.81487 -1.31 1.38 0.35 -0.043
H 2.13033 2.38856 2.02376 -0.15 -0.07 -1.98 0.311
H 3.67214 1.53516 -0.15887 -0.19 0.28 0.43 0.381
H 0.90686 -3.16385 -0.56050 -0.33 -0.98 0.47 0.359
H -3.16890 0.06202 -0.30155 2.92 0.80 1.51 0.277
H -2.14421 1.49744 0.42804 0.09 -0.72 -0.42 0.349
H -2.45595 0.11229 1.38807 0.77 -0.41 -0.51 0.289
H -1.81740 -0.98144 -1.79851 -0.44 -0.30 0.32 0.268
```
Positions in Å, forces in eV/Å.

=====

[6]
# C6H7N4O

A gas-phase ion, C6H7N4O (charge -1) in a non-equilibrium geometry (ωB97M-V with the def2-TZVPD basis set, the OMol25 dataset).

Values from the calculation:
net charge = -1
energy = -527.02765 hartree

```
18
Properties=species:S:1:pos:R:3:forces:R:3:mulliken_charge:R:1
C 0.79986 -0.59225 1.07597 -0.01 1.28 -0.03 -0.745
C 0.08672 2.83157 0.60932 -0.18 0.63 0.42 -0.043
C 0.68229 0.58908 0.38638 0.10 -0.42 1.38 0.471
C 0.79765 0.71058 -1.03356 0.19 0.06 -1.16 0.535
C -0.09433 -2.36581 -0.23651 -0.11 0.45 -0.29 -0.057
C -1.23327 -1.57973 -0.78396 -0.05 0.00 0.11 -1.194
N 0.71658 1.75478 1.05705 0.77 -0.33 0.63 -0.873
N 1.07044 0.98753 -2.11777 -0.15 -0.42 0.01 -0.583
N -0.89577 2.82289 -0.22047 -0.64 0.09 -0.49 -0.678
N 0.80302 -1.90424 0.59169 -0.53 -0.79 -0.71 0.578
O 1.67845 -2.68817 1.10201 0.54 -0.27 0.32 -0.747
H 1.01482 -0.52708 2.13162 -0.11 -0.09 -0.02 0.385
H 0.43575 3.74953 1.12456 -0.17 -0.12 -0.31 0.365
H 0.02328 -3.40272 -0.51764 0.18 -0.01 0.15 0.447
H -2.16265 -2.14403 -0.66576 -0.01 -0.04 -0.04 0.353
H -1.11000 -1.36676 -1.84683 0.03 0.05 -0.06 0.242
H -1.33116 -0.62542 -0.26955 -0.15 -0.04 -0.04 0.377
H -1.28170 3.75025 -0.38656 0.29 -0.02 0.10 0.167
```
Positions in Å, forces in eV/Å.

=====

[7]
# C6H7N5O2S2

2 unconnected molecules or ions with the total composition C6H7N5O2S2 in a non-equilibrium geometry (ωB97M-V with the def2-TZVPD basis set, the OMol25 dataset).

Values from the calculation:
energy = -1453.26290 hartree

```
22
Properties=species:S:1:pos:R:3:forces:R:3:mulliken_charge:R:1
C -1.82230 1.35407 -1.35980 -0.65 0.16 -1.71 -0.384
C 1.49965 1.64625 0.16709 -1.74 0.00 0.32 -0.258
C 2.61665 0.02015 -0.52399 0.97 0.84 0.09 -0.323
C -3.18580 1.43593 0.29682 -1.91 -0.07 1.84 -0.030
C -1.33314 0.27137 -0.62677 -0.45 1.00 0.05 0.512
C 0.57019 -1.75165 1.42187 0.67 -3.78 0.31 -0.869
N -2.89419 1.93703 -0.84111 -0.05 1.09 -0.58 -0.457
N 2.71119 1.97722 0.36269 2.33 -0.70 -0.27 -0.435
N 3.50686 0.87837 -0.11647 -0.80 0.82 0.36 -0.518
N 1.38138 0.41299 -0.37297 -3.24 0.64 0.17 -0.081
N -0.36060 -0.52470 -0.98218 3.58 0.63 -0.12 -0.225
O -1.21694 -2.70955 -0.29737 -0.40 0.36 0.22 -0.637
O 1.10618 -2.55591 -0.96645 1.63 -0.25 -1.06 -0.630
S -2.19049 0.19484 0.87090 -0.59 -0.12 0.52 -0.012
S 0.02849 -2.00579 -0.26485 -1.56 -0.74 1.31 1.217
H -1.68792 1.79777 -2.35726 1.32 -1.05 0.34 0.449
H 0.68704 2.21041 0.52703 -0.91 0.69 0.09 0.449
H 2.59936 -0.88507 -0.95458 1.81 -3.28 -1.53 0.744
H -4.13879 1.74872 0.75260 0.76 -0.37 0.33 0.398
H 0.42330 -2.80006 2.00488 -0.15 2.41 -1.57 0.317
H 1.65570 -1.67231 1.36116 -0.20 0.66 0.16 0.373
H 0.04420 -0.98006 1.89875 -0.41 1.07 0.74 0.399
```
Positions in Å, forces in eV/Å.

=====

[8]
# C6H7NO

A molecular structure, C6H7NO in a non-equilibrium geometry (ωB97M-V with the def2-TZVPD basis set, the OMol25 dataset).

Values from the calculation:
energy = -362.65607 hartree

```
15
Properties=species:S:1:pos:R:3:forces:R:3:mulliken_charge:R:1
C -1.05550 1.61298 -0.03019 -0.14 -0.86 2.01 -0.175
C -0.58388 0.03292 0.06498 -2.63 2.93 -1.42 1.437
C 0.25092 -0.45075 1.21964 1.37 1.11 0.89 -0.856
C 1.45625 -0.59692 0.20474 2.82 -0.07 0.22 -0.368
C 0.53589 -0.01546 -0.89291 3.98 -1.58 -1.59 -0.965
C -1.76129 -0.86090 -0.37987 -2.81 -3.51 -5.21 -0.141
H -2.12607 1.51474 0.04011 -1.12 1.11 -0.48 0.379
H -0.15314 -1.43874 1.54074 0.63 1.07 0.69 0.343
H 0.44583 0.43872 1.94739 -0.62 -2.20 -0.59 0.252
H 2.47102 0.29380 0.26713 -2.91 -3.44 0.59 0.238
H 1.77411 -1.72612 0.04702 -0.16 2.55 0.44 0.226
H 1.21969 0.82542 -1.18858 -2.35 0.19 -0.27 0.274
H 0.40957 -0.70718 -1.71258 -0.11 0.12 -0.44 0.296
N -2.44821 -1.57433 -1.12762 4.38 4.83 5.53 -0.500
O -0.43518 2.65182 0.00001 -0.33 -2.26 -0.36 -0.440
```
Positions in Å, forces in eV/Å.

=====

[9]
# C6H7NO

A molecular structure, C6H7NO in a non-equilibrium geometry (ωB97M-V with the def2-TZVPD basis set, the OMol25 dataset).

Values from the calculation:
energy = -362.70185 hartree

```
15
Properties=species:S:1:pos:R:3:forces:R:3:mulliken_charge:R:1
C -0.19362 1.43121 1.36582 0.88 -0.84 0.68 -0.289
C -0.17782 0.73432 0.04123 -0.69 0.45 -0.37 -0.083
C -0.85471 -0.66903 -0.25783 1.07 -0.40 1.04 -0.175
C 1.04357 -0.15513 -0.43108 0.36 0.75 0.55 -0.115
C 0.60701 -0.30133 -1.85729 -1.09 -0.88 -0.78 -0.701
C -0.66618 -0.73270 -1.75908 -0.10 0.46 -0.67 -0.434
H -0.04102 2.51414 1.41053 -0.14 0.46 -0.68 0.370
H -0.46491 1.49008 -0.67849 0.00 0.18 -0.30 0.412
H -1.70939 -1.02151 0.28488 -0.66 0.02 -0.13 0.504
H 0.53968 -1.35289 1.20452 -0.18 0.34 -1.08 0.340
H 2.07543 0.07080 -0.17345 -0.01 0.15 -0.19 0.497
H 1.17113 -0.07523 -2.72711 0.45 0.00 -0.53 0.415
H -1.44604 -0.96330 -2.52291 0.98 0.26 0.78 0.354
N 0.45352 -1.36645 0.15901 -0.51 -0.30 1.22 -0.628
O -0.23113 0.88238 2.43479 -0.36 -0.64 0.48 -0.467
```
Positions in Å, forces in eV/Å.

=====

[10]
# C6H7NO

C6H7NO in the gas phase in a non-equilibrium geometry (ωB97M-V with the def2-TZVPD basis set, the OMol25 dataset).

Values from the calculation:
SMILES = C=C(C)OC(=C)C#N
energy = -362.64145 hartree

```
15
Properties=species:S:1:pos:R:3:forces:R:3:mulliken_charge:R:1
C 1.02633 1.04494 0.35166 1.97 -0.26 -1.67 -0.919
C 0.43849 0.45323 -0.67538 -3.21 -1.93 2.65 0.722
C 0.34623 0.90624 -2.02010 -1.71 -0.11 -4.75 -1.062
O -0.53213 -0.65484 -0.52300 0.91 1.75 0.53 -0.419
C -0.88132 -0.85283 0.82148 2.08 -3.23 -1.55 0.380
C -0.48798 -2.12236 1.28730 0.11 3.51 0.63 -0.662
C -1.48639 0.28363 1.48171 -3.19 2.33 10.85 0.298
N -1.90052 0.75431 2.61451 3.23 -3.35 -9.85 -0.449
H 1.71189 1.67070 -0.23666 0.20 0.77 1.50 0.305
H 1.29688 0.65371 1.32661 -0.50 0.24 -0.13 0.356
H -0.79730 0.66318 -2.37142 2.76 1.15 0.72 0.248
H 0.91525 0.18830 -2.67346 -0.35 0.58 0.43 0.287
H 0.70523 1.95395 -2.34562 -0.74 -1.65 1.10 0.353
H -0.48580 -2.21289 2.43367 -0.30 -0.64 -2.09 0.270
H 0.13116 -2.72925 0.52871 -1.28 0.85 1.65 0.292
```
Positions in Å, forces in eV/Å.

=====

[11]
# C6H7NO

C6H7NO in the gas phase in a non-equilibrium geometry (ωB97M-V with the def2-TZVPD basis set, the OMol25 dataset).

Values from the calculation:
SMILES = O=C1C=CC[C@@]12CN2
energy = -362.63036 hartree

```
15
Properties=species:S:1:pos:R:3:forces:R:3:mulliken_charge:R:1
O 0.56061 -1.13438 -1.64000 -0.65 -4.21 -4.01 -0.451
C 0.53052 -0.39224 -0.76867 2.03 4.22 1.14 0.129
C 1.79731 0.45087 -0.41872 1.89 -4.28 -1.62 -0.268
C 1.55661 1.14079 0.63386 -1.84 1.90 2.33 -0.530
C 0.01228 1.05549 0.99872 -3.07 3.13 2.45 -0.446
C -0.58838 -0.01507 0.14233 0.71 1.47 -2.19 1.003
C -2.11692 -0.05868 0.12883 -1.50 -3.58 -5.60 -0.710
N -1.26501 -1.14022 0.61508 -1.65 -0.17 1.47 -0.550
H 2.93743 0.11124 -0.69444 -3.25 1.19 0.00 0.257
H 2.38695 1.75799 0.96349 -0.72 0.25 1.11 0.345
H -0.61688 2.10041 0.79412 2.08 -2.29 0.02 0.203
H -0.58315 0.87362 2.05931 2.77 0.38 -1.59 0.246
H -2.66075 0.75347 0.51114 -0.15 0.71 1.93 0.296
H -2.96932 -0.61793 -0.69042 3.16 2.12 1.57 0.210
H -1.27263 -1.00921 1.57318 0.19 -0.83 2.99 0.266
```
Positions in Å, forces in eV/Å.

=====

[12]
# C6H7NO

C6H7NO in the gas phase in a non-equilibrium geometry (ωB97M-V with the def2-TZVPD basis set, the OMol25 dataset).

Values from the calculation:
SMILES = C=Cc1ncc(C)o1
energy = -362.70682 hartree

```
15
Properties=species:S:1:pos:R:3:forces:R:3:mulliken_charge:R:1
C 3.03610 -0.69403 -0.06351 -4.45 -0.76 0.11 -0.721
C 2.22820 0.43589 -0.02966 3.60 -4.54 0.42 -0.236
C 0.85123 0.43275 0.09840 -2.75 -1.25 -0.29 0.595
N 0.22904 1.52868 -0.02787 2.98 2.76 0.48 -0.567
C -1.08010 1.36982 0.10048 1.88 -2.25 -0.34 -0.258
C -1.25946 0.07738 0.14119 -2.88 -5.14 0.16 0.395
C -2.53336 -0.78836 -0.10450 -1.52 1.05 2.37 -1.028
O -0.03428 -0.63889 0.29522 -0.68 2.58 -1.15 -0.372
H 4.05583 -0.73914 0.27209 0.35 0.11 -0.67 0.313
H 2.38254 -1.75531 -0.22145 2.23 2.97 0.68 0.151
H 2.51005 1.43292 0.04038 1.38 1.46 0.15 0.427
H -1.57858 2.18903 -0.12087 -3.36 3.13 -0.57 0.492
H -3.36758 -0.17902 -0.60489 1.56 -0.55 0.49 0.285
H -3.09245 -1.00097 0.99281 1.74 -0.18 -2.98 0.235
H -2.34718 -1.67074 -0.76782 -0.08 0.59 1.11 0.289
```
Positions in Å, forces in eV/Å.